(1)
14
Properties=species:S:1:pos:R:3:lowdin_charge:R:1 method="wB97M-V/def2-TZVPD" spin_multiplicity=1 homo_ev=-9.2897
O -1.80 -1.10 0.02 -0.093
C -0.63 -0.61 0.88 -0.255
C 1.50 -0.27 -0.16 -0.141
C -1.08 -0.07 -1.01 -0.153
C -1.06 1.21 -0.47 -0.065
C -0.83 0.89 0.88 -0.004
C 2.66 0.05 -0.13 0.110
C 0.22 -0.86 -0.30 -0.223
H -0.50 1.68 1.64 0.136
H -1.29 -0.30 -2.15 0.175
H -0.93 2.30 -0.90 0.157
H 3.73 0.04 0.23 0.062
H 0.52 -1.89 -0.40 0.148
H -0.53 -1.07 1.86 0.147

(2)
14
Properties=species:S:1:pos:R:3:lowdin_charge:R:1 method="wB97M-V/def2-TZVPD" spin_multiplicity=1 homo_ev=-8.7488
O 0.29 -0.83 1.96 -0.034
C -0.08 0.07 -1.47 -0.005
C 1.63 0.79 0.28 -0.080
C 0.42 0.13 -0.21 -0.272
C -0.50 -0.31 0.76 -0.287
C -1.31 -0.68 -1.34 -0.153
C 2.38 1.71 0.64 0.090
C -1.53 -0.93 -0.12 -0.097
H 3.19 2.22 1.38 0.100
H 1.00 -1.36 1.53 0.096
H -2.75 -1.17 0.18 0.187
H -2.06 -0.41 -2.25 0.170
H -1.08 0.52 1.09 0.169
H 0.39 0.26 -2.42 0.117

Energy above the most stable structure, in eV: (1) 0.858; (2) 0.000

(1)
60
Properties=species:S:1:pos:R:3:lowdin_charge:R:1 method="wB97M-V/def2-TZVPD" spin_multiplicity=3 s2=2.009 charge=-1 homo_ev="-5.1671 / -5.0961"
Tc -0.82 -0.31 -1.67 1.547
Cl -3.33 5.63 -7.16 0.641
S 0.15 -2.19 -3.31 0.355
S 1.05 -1.80 2.01 0.299
S 2.90 0.85 0.83 0.317
P 2.53 -0.54 2.20 -0.170
O -0.39 1.13 -3.15 -0.077
O -2.35 1.23 -2.18 -0.086
O -1.29 -1.59 -3.16 -0.471
O 0.78 -1.74 -4.52 -0.298
O 2.34 0.17 3.65 -0.373
O 3.96 -1.29 2.39 -0.375
O 0.75 -1.48 -2.05 -0.464
O 0.05 1.07 -0.29 -0.272
O 0.10 -3.62 -3.11 -0.323
N -1.62 -1.63 -0.19 -0.017
C -1.39 -2.94 -0.32 -0.105
C 3.30 1.13 4.09 -0.339
C -1.35 0.97 1.71 -0.164
C -3.31 3.05 -4.12 -0.006
C -2.56 0.30 1.00 -0.125
C -1.99 2.61 -4.10 -0.126
C -0.52 1.83 0.78 -0.234
C -2.88 -2.06 1.78 -0.022
C -1.88 -3.87 0.59 -0.044
C 4.05 -2.54 3.08 -0.334
C -2.81 4.46 -5.97 -0.664
C 4.21 -3.67 2.09 -0.092
C -2.63 -3.42 1.66 -0.054
C -1.56 1.61 -3.09 -0.577
C -2.35 -1.18 0.85 -0.274
C -1.09 3.10 -5.03 0.005
C -1.49 4.03 -5.97 -0.096
C 3.50 0.95 5.57 -0.084
C -3.73 3.97 -5.06 -0.102
H 2.56 1.05 6.11 0.072
H -1.13 2.61 0.32 0.123
H -4.75 4.32 -5.08 0.102
H 3.32 -3.74 1.46 0.053
H 3.17 -2.68 3.71 0.083
H -3.03 -4.12 2.39 0.108
H 5.08 -3.50 1.46 0.076
H 4.20 1.70 5.96 0.070
H -3.47 0.46 1.58 0.112
H -3.46 -1.67 2.60 0.115
H 4.33 -4.62 2.63 0.071
H 2.92 2.13 3.86 0.105
H -2.72 0.75 0.02 0.086
H -1.69 1.59 2.54 0.115
H 0.98 0.82 -0.03 -0.055
H -1.65 -4.91 0.44 0.112
H -4.00 2.65 -3.38 0.120
H 0.30 2.30 1.32 0.101
H 4.93 -2.45 3.73 0.110
H -0.79 -3.26 -1.16 0.081
H -0.07 2.73 -5.01 0.127
H 3.91 -0.04 5.79 0.071
H 4.24 1.01 3.54 0.093
H -0.80 4.43 -6.70 0.104
H -0.70 0.20 2.13 0.048

(2)
60
Properties=species:S:1:pos:R:3:lowdin_charge:R:1 method="wB97M-V/def2-TZVPD" spin_multiplicity=3 s2=2.010 charge=-1 homo_ev="-5.1844 / -4.8414"
Tc -0.21 -0.24 -0.22 1.297
Cl -7.56 3.29 2.42 0.617
S -1.23 -1.96 1.25 0.378
S 1.85 -2.46 2.73 0.260
S 1.51 1.69 0.50 0.342
P -0.07 -2.32 2.89 -0.125
O 1.05 1.26 -0.92 -0.461
O -0.58 -1.33 4.02 -0.335
O -1.69 1.01 0.27 -0.240
O 0.95 0.41 1.25 -0.538
O 2.95 1.71 0.58 -0.320
O -1.40 -0.56 -2.08 -0.182
O -0.63 -3.71 3.50 -0.356
O 0.82 2.86 0.97 -0.301
O -2.30 2.20 -1.56 0.070
N 1.28 -1.71 -0.83 -0.011
C -0.40 -3.23 -1.80 -0.177
C -1.76 -4.47 3.07 -0.335
C -0.76 -2.68 -3.18 -0.163
C 3.59 -2.34 -0.68 -0.051
C 3.31 -3.58 -1.22 -0.055
C -4.24 1.35 1.31 -0.009
C -0.22 0.92 4.77 -0.070
C 1.01 -2.91 -1.38 -0.269
C -4.37 3.37 0.01 -0.014
C 2.56 -1.44 -0.51 -0.119
C -5.43 1.68 1.95 -0.104
C -1.03 0.03 3.86 -0.290
C 2.00 -3.85 -1.59 -0.020
C -0.79 -1.16 -3.24 -0.201
C -2.46 1.81 -0.42 -0.572
C -1.40 -5.40 1.93 -0.096
C -5.55 3.72 0.66 -0.109
C -6.06 2.87 1.62 -0.668
C -3.71 2.19 0.33 -0.125
H -0.03 -3.03 -3.92 0.119
H -0.96 -4.83 1.11 0.036
H 0.81 0.98 4.41 0.082
H -1.33 -0.83 -4.13 0.123
H -0.22 0.54 5.79 0.073
H 4.58 -2.06 -0.36 0.115
H -0.93 0.35 2.84 0.058
H -2.29 -5.91 1.56 0.073
H -3.95 4.00 -0.76 0.120
H 0.21 -0.73 -3.27 0.124
H -2.06 -5.05 3.94 0.111
H -3.72 0.44 1.56 0.106
H -5.85 1.04 2.71 0.101
H -1.73 -3.08 -3.47 0.112
H -1.08 -2.84 -1.05 0.012
H 2.77 -0.46 -0.10 0.080
H 4.08 -4.33 -1.33 0.109
H -2.32 -0.85 -2.00 0.121
H -0.52 -4.31 -1.81 0.116
H -2.09 0.05 4.13 0.113
H -0.67 -6.15 2.26 0.076
H -0.64 1.93 4.76 0.079
H 1.74 -4.81 -2.02 0.113
H -2.58 -3.81 2.79 0.080
H -6.06 4.65 0.43 0.099

Energy above the most stable structure, in eV: (1) 0.000; (2) 0.382

(1)
6
Properties=species:S:1:pos:R:3:lowdin_charge:R:1 method="wB97M-V/def2-TZVPD" spin_multiplicity=1 homo_ev="-8.3157 / -9.7090"
S -2.01 0.05 -0.47 0.768
P 1.77 -0.34 -0.38 0.583
O -0.93 -1.01 -0.18 -0.772
H 1.54 -0.69 1.00 -0.212
H 1.11 0.93 -0.22 -0.241
H -1.48 1.06 0.26 -0.125

(2)
6
Properties=species:S:1:pos:R:3:lowdin_charge:R:1 method="wB97M-V/def2-TZVPD" spin_multiplicity=1 homo_ev=-8.8135
S 1.91 0.09 0.07 0.084
P 0.03 -0.49 0.08 0.266
O -0.79 0.86 0.17 -0.363
H -0.48 -1.05 1.20 -0.017
H -0.49 1.60 -0.40 0.082
H -0.18 -1.02 -1.12 -0.052

Energy above the most stable structure, in eV: (1) 3.502; (2) 0.000

(1)
19
Properties=species:S:1:pos:R:3:lowdin_charge:R:1 method="wB97M-V/def2-TZVPD" spin_multiplicity=1 homo_ev=-9.1402
O -1.43 0.52 -0.53 -0.033
O -1.37 -1.43 0.76 -0.014
N 3.55 -2.51 -0.44 0.168
C 0.85 -0.68 -0.02 0.025
C 2.21 -0.43 0.10 -0.272
C -3.60 -0.76 -0.18 -0.088
C 2.83 0.85 0.27 0.022
C -2.09 -0.79 -0.07 -0.433
C 1.80 1.95 0.10 -0.062
C 0.44 1.73 -0.16 -0.047
C -0.04 0.44 -0.25 -0.235
C 2.93 -1.60 -0.20 -0.236
H -4.36 0.10 -1.33 0.231
H 0.33 -1.81 -0.01 0.186
H -4.12 -0.20 1.28 0.238
H -3.84 -2.08 -0.11 0.143
H 3.91 0.98 0.69 0.141
H -0.21 2.78 -0.12 0.180
H 2.22 2.94 0.20 0.085

(2)
19
Properties=species:S:1:pos:R:3:lowdin_charge:R:1 method="wB97M-V/def2-TZVPD" spin_multiplicity=1 homo_ev=-9.8755
O -1.55 -2.22 0.00 0.023
O -1.39 2.33 -0.01 0.170
N -1.70 0.02 0.07 -0.020
C 1.66 1.49 -0.07 -0.027
C 2.71 -0.75 -0.07 -0.116
C 1.52 -1.41 0.04 -0.056
C 0.54 0.69 0.10 -0.059
C 2.75 0.63 0.02 -0.109
C -1.04 1.23 0.02 -0.350
C -3.22 0.11 0.01 0.012
C 0.49 -0.64 -0.02 -0.191
C -0.94 -1.08 0.02 -0.298
H -3.78 1.00 -0.48 0.122
H 3.59 -1.44 0.14 0.126
H 4.10 1.26 0.19 0.211
H 1.50 -2.60 -0.20 0.196
H 1.85 2.63 0.04 0.155
H -3.46 -0.84 -0.71 0.125
H -3.62 -0.41 0.90 0.087

Energy above the most stable structure, in eV: (1) 4.928; (2) 0.000

(1)
9
Properties=species:S:1:pos:R:3:lowdin_charge:R:1 method="wB97M-V/def2-TZVPD" spin_multiplicity=1 homo_ev=-9.8838
Cl 1.12 -1.11 -0.22 0.645
F -0.17 1.72 1.11 -0.019
C -0.83 0.57 0.93 -0.275
C -0.98 -0.05 -1.47 0.001
C -0.29 -0.10 -0.32 -0.711
H -1.91 0.69 0.86 0.116
H -0.74 -0.55 -2.40 0.069
H -0.63 -0.02 1.88 0.131
H -1.72 0.67 -1.38 0.043

(2)
9
Properties=species:S:1:pos:R:3:lowdin_charge:R:1 method="wB97M-V/def2-TZVPD" spin_multiplicity=1 homo_ev=-9.8332
Cl 0.48 -1.97 1.58 0.551
F -0.06 -1.09 -0.96 -0.114
C 0.31 1.12 -0.74 0.054
C -0.49 -0.98 0.35 -0.623
C 0.01 0.44 0.51 -0.157
H 0.79 2.01 -0.68 0.005
H 0.20 0.57 -1.74 0.097
H 0.17 1.28 1.31 0.126
H -1.41 -1.38 0.38 0.062

(3)
9
Properties=species:S:1:pos:R:3:lowdin_charge:R:1 method="wB97M-V/def2-TZVPD" spin_multiplicity=1 homo_ev=-10.6669
Cl 0.48 0.30 -0.99 0.610
F 1.42 2.70 -1.23 -0.062
C -1.58 -2.21 0.51 -0.152
C 1.21 1.74 -0.34 -0.684
C -1.28 -1.21 1.23 0.035
H 2.18 1.51 0.09 0.082
H -0.51 -2.28 0.34 0.029
H 0.47 2.18 0.36 0.090
H -2.39 -2.71 0.04 0.053

Energy above the most stable structure, in eV: (1) 0.000; (2) 1.780; (3) 3.484

(1)
46
Properties=species:S:1:pos:R:3:lowdin_charge:R:1 method="wB97M-V/def2-TZVPD" spin_multiplicity=1 homo_ev=-9.0807
S -0.67 -0.21 0.78 0.682
O -4.86 3.91 1.30 -0.072
O 0.61 0.35 1.10 -0.282
O -1.07 -1.38 1.51 -0.285
O 0.73 -3.27 -2.30 0.063
N -0.81 -0.57 -0.83 -0.248
N 5.47 -0.89 -0.23 0.053
N 0.86 -2.91 -0.07 0.085
C -3.24 0.74 0.75 -0.045
C 3.30 -2.63 -0.01 -0.194
C -0.21 0.38 -1.75 -0.230
C -4.20 1.71 0.87 0.018
C 3.31 -1.41 0.65 -0.029
C 2.13 -3.58 0.10 -0.111
C -1.00 -1.94 -1.25 -0.093
C -3.84 3.03 1.21 -0.267
C -4.59 5.24 1.65 -0.078
C 5.46 -2.06 -0.86 -0.150
C 4.41 -0.58 0.50 -0.146
C -2.50 3.34 1.42 -0.001
C -1.54 2.35 1.30 -0.048
C 1.29 0.17 -1.98 -0.054
C 4.41 -2.96 -0.78 -0.017
C 0.29 -2.77 -1.28 -0.491
C -1.91 1.06 0.96 -0.287
H -5.24 1.50 0.71 0.123
H 1.82 0.23 -1.03 0.053
H -0.75 0.32 -2.70 0.127
H -4.13 5.31 2.64 0.098
H 4.45 0.38 0.99 0.107
H -3.94 5.72 0.91 0.097
H 4.45 -3.89 -1.32 0.111
H -1.69 -2.40 -0.54 0.124
H 1.48 -0.80 -2.43 0.071
H 6.34 -2.28 -1.45 0.102
H -5.55 5.75 1.66 0.095
H 2.47 -1.09 1.25 0.089
H 2.14 -4.07 1.08 0.136
H -0.49 2.56 1.47 0.116
H -3.49 -0.28 0.49 0.119
H 1.66 0.95 -2.64 0.081
H -2.20 4.34 1.69 0.107
H 0.43 -2.46 0.73 0.094
H 2.21 -4.34 -0.68 0.123
H -0.38 1.36 -1.31 0.113
H -1.44 -1.94 -2.25 0.138

(2)
46
Properties=species:S:1:pos:R:3:lowdin_charge:R:1 method="wB97M-V/def2-TZVPD" spin_multiplicity=1 homo_ev=-9.4507
S -2.22 0.79 0.47 0.678
O -1.39 -4.76 -0.74 0.110
O 4.06 -3.31 -0.15 0.007
O -2.32 1.70 1.57 -0.278
O -3.40 0.50 -0.30 -0.256
N -1.02 1.22 -0.60 -0.247
N 3.12 -4.24 -0.41 0.105
N 0.81 -4.37 -0.62 0.171
C -1.98 3.89 -0.99 -0.195
C -1.05 -0.81 2.38 -0.048
C -2.25 2.84 -2.08 -0.178
C -1.39 1.58 -1.95 -0.196
C -0.42 -1.97 2.82 -0.044
C 1.95 -3.65 -0.35 -0.313
C -0.50 4.16 -0.72 -0.189
C 3.47 -2.13 0.08 -0.309
C -1.36 -1.79 0.20 0.007
C 4.32 -0.95 0.39 0.004
C -0.23 -3.02 1.94 -0.018
C -0.49 -4.09 -0.31 -0.427
C 0.06 3.26 0.38 -0.183
C 2.12 -2.27 -0.03 0.055
C -1.51 -0.74 1.08 -0.257
C -0.69 -2.94 0.62 -0.153
C 0.18 1.79 -0.03 -0.204
H 0.08 4.04 -1.64 0.113
H -1.20 0.03 3.03 0.114
H 1.37 -1.51 0.07 0.103
H -2.07 3.28 -3.06 0.112
H 0.98 1.67 -0.77 0.127
H -0.46 1.68 -2.51 0.124
H 0.43 1.19 0.85 0.112
H -2.45 3.56 -0.06 0.095
H 4.90 -1.14 1.30 0.091
H -0.59 3.33 1.25 0.100
H 1.06 3.61 0.67 0.112
H -2.48 4.81 -1.29 0.111
H -1.94 0.73 -2.36 0.115
H -1.74 -1.71 -0.80 0.135
H 0.27 -3.92 2.26 0.130
H 5.03 -0.78 -0.42 0.091
H -0.38 5.20 -0.40 0.109
H -0.07 -2.05 3.83 0.111
H 0.97 -5.24 -1.11 0.167
H -3.30 2.56 -2.02 0.104
H 3.70 -0.07 0.54 0.081

Energy above the most stable structure, in eV: (1) 0.000; (2) 0.869